A molecular structure, C26H43Cl3O2P2Rh at a distorted geometry. Source: the OMol25 dataset; level of theory: ωB97M-V/def2-TZVPD.

Total charge   +1
⟨S²⟩   6.043
M   658.84 g/mol
Multiplicity   5
DFT total energy   -90894.8108 eV

Geometry (Å):
Rh 1.55 1.22 -2.49
Cl 1.08 -5.38 -0.55
Cl 0.14 -4.59 2.15
Cl -1.31 -3.70 -0.21
P 2.06 -0.90 -1.32
P -0.45 -0.23 -2.98
O 1.00 -2.14 -0.70
O 2.13 -2.76 1.23
C 0.11 1.79 0.00
C 2.13 2.14 -4.49
C 4.13 0.11 -5.71
C -2.22 -0.81 1.59
C -1.33 0.78 -4.24
C 2.65 0.21 -6.07
C 1.80 0.94 -5.08
C 3.64 -0.88 -0.49
C 0.29 -4.13 0.46
C 0.18 0.12 1.67
C 2.17 1.70 1.68
C 4.62 2.70 -4.28
C 2.87 2.37 -1.42
C 4.39 0.19 -4.25
C 1.22 -2.92 0.39
C 0.89 1.22 1.12
C -1.19 1.10 0.13
C 2.04 -1.56 -3.02
C 0.62 -1.57 -3.62
C -2.50 1.60 -0.38
C 0.55 -0.65 2.89
C -1.10 0.03 1.05
C 0.02 3.29 -0.07
C 3.30 2.93 -5.04
C 4.58 1.37 -3.57
C -1.88 -1.13 -2.31
H 1.61 -0.51 3.14
H 3.91 0.09 -0.05
H -3.00 2.21 0.40
H 4.75 3.49 -3.54
H -0.84 1.75 -4.37
H -2.54 -0.45 -1.77
H 3.28 2.73 -2.35
H 4.66 -0.78 -3.85
H -2.34 2.24 -1.26
H 0.44 -1.73 2.76
H -0.33 3.64 -1.05
H 2.28 -0.82 -6.18
H 4.66 0.90 -6.25
H -0.05 -0.38 3.79
H 0.13 -2.48 -3.29
H -1.49 -1.89 -1.62
H 3.51 2.66 -6.08
H 2.42 -2.58 -2.90
H 3.56 -1.63 0.30
H -2.34 1.03 -3.90
H 3.63 1.78 -0.91
H -2.37 -1.62 -3.18
H 0.97 3.76 0.23
H 3.08 4.01 -5.02
H 2.40 3.25 -0.96
H -1.84 -1.85 1.66
H 5.07 1.35 -2.61
H 1.46 2.71 -3.83
H -2.60 -0.49 2.59
H 0.77 0.60 -5.06
H 5.50 2.84 -4.93
H 0.65 -1.51 -4.72
H 2.71 -1.01 -3.69
H -3.21 0.82 -0.67
H 2.52 0.63 -7.08
H -0.73 3.62 0.70
H 2.00 2.02 2.73
H -3.04 -0.86 0.87
H 2.97 0.94 1.70
H 2.53 2.57 1.11
H -1.38 0.30 -5.21
H 4.41 -1.24 -1.20
H 4.53 -0.83 -6.11

---

A molecular structure, C26H43F3GdO2P2 at a distorted geometry. Source: the OMol25 dataset; level of theory: ωB97M-V/def2-TZVPD.

Total charge   +1
⟨S²⟩   16.060
M   663.82 g/mol
Multiplicity   8
DFT total energy   -79314.1345 eV

Geometry (Å):
Gd -0.01 1.15 1.42
P -1.89 0.96 -0.64
P 0.66 -1.22 0.27
F -3.80 1.84 5.28
F -2.15 0.55 6.00
F -1.74 2.58 5.30
O -1.06 1.04 3.27
O -3.22 0.35 3.04
C 1.65 2.83 0.60
C 1.36 3.00 2.90
C 2.18 2.42 1.88
C -0.32 4.41 -0.13
C 2.09 -1.19 -0.84
C -1.66 1.55 -2.34
C 1.75 -4.13 -2.04
C -1.08 -2.70 -3.50
C 0.85 -2.54 1.50
C -1.61 -4.02 -3.01
C -2.52 1.48 5.07
C -2.30 0.89 3.65
C 0.52 -4.43 -1.59
C -3.53 1.54 -0.12
C -0.81 -1.69 -0.73
C 0.14 -2.50 -4.01
C -0.68 4.57 2.98
C -0.56 -5.01 -2.46
C 2.13 -4.09 -3.49
C 0.49 3.64 0.85
C 3.39 1.60 2.15
C 1.53 2.87 4.36
C -2.12 -0.88 -0.70
C 0.33 3.76 2.27
C 2.26 2.59 -0.73
C 1.05 -3.59 -4.49
H 0.58 2.57 4.83
H -1.03 -2.74 -0.49
H -1.83 -1.89 -3.51
H 3.17 0.79 2.86
H -2.72 -1.09 -1.61
H -2.16 -4.54 -3.83
H -1.18 3.97 3.74
H -0.14 4.09 -1.16
H 0.45 -4.45 -4.83
H 1.50 2.52 -1.53
H 2.30 2.13 4.61
H -2.40 1.12 -3.03
H 2.85 1.66 -0.75
H -4.31 1.15 -0.78
H -0.06 -2.58 2.12
H -0.10 -5.56 -3.29
H 0.51 -1.49 -4.20
H -3.72 1.24 0.92
H -2.36 -3.82 -2.23
H -1.40 4.31 0.06
H -1.74 2.65 -2.34
H -0.64 1.30 -2.69
H 3.80 1.15 1.23
H -0.40 -1.69 -1.75
H -0.23 5.43 3.50
H -1.44 4.97 2.29
H 2.59 -4.07 -1.34
H -1.10 -5.75 -1.84
H -3.52 2.64 -0.17
H -0.09 5.49 -0.07
H 2.13 -2.10 -1.45
H 1.02 -3.52 1.02
H -2.72 -1.16 0.18
H 2.05 -0.32 -1.51
H 2.94 3.42 -1.00
H 4.18 2.22 2.61
H 2.46 -5.09 -3.82
H 0.28 -4.40 -0.53
H 1.59 -3.21 -5.37
H 1.83 3.82 4.83
H 1.70 -2.28 2.15
H 3.00 -1.12 -0.23
H 3.02 -3.44 -3.60

---

A molecular structure, C26H43F3O2P2W at a distorted geometry. Source: the OMol25 dataset; level of theory: ωB97M-V/def2-TZVPD.

Total charge   +2
⟨S²⟩   2.027
M   690.41 g/mol
Multiplicity   3
DFT total energy   -60290.2597 eV

Geometry (Å):
W -0.21 1.20 -0.70
P 1.20 -0.15 0.63
P -2.24 0.05 -0.12
F -2.05 4.40 3.95
F -3.65 3.59 5.23
F -1.56 3.59 5.94
O -2.50 1.08 5.07
O -1.68 1.85 3.07
C 0.49 3.56 1.63
C -1.12 3.15 -0.30
C 2.32 -3.88 0.53
C 2.43 -0.46 -0.67
C 1.49 -5.13 0.58
C 3.22 -3.62 -0.45
C 0.69 -3.89 -2.09
C 2.63 3.04 -0.72
C -3.64 0.67 0.76
C 0.21 3.07 0.27
C -2.35 3.40 4.84
C 1.85 -4.81 -2.33
C -0.19 -4.04 -1.09
C 1.86 0.21 2.25
C 0.90 2.44 -3.40
C 0.03 -5.00 0.05
C -1.01 2.97 -1.73
C 3.23 -4.36 -1.76
C -2.23 3.82 0.42
C -2.14 1.94 4.24
C -1.47 -1.22 1.00
C 0.01 -1.57 0.78
C -2.74 -0.64 -1.72
C -2.14 3.01 -2.71
C 1.14 2.91 -0.83
C 0.38 2.79 -2.04
H 2.24 -3.22 1.40
H 2.01 -0.30 -1.68
H 0.79 3.29 -4.09
H 0.53 -3.11 -2.87
H 3.87 -5.25 -1.72
H 1.65 -5.84 -1.99
H 4.06 -2.93 -0.28
H -2.32 3.48 1.46
H 1.98 -5.97 0.07
H 2.92 4.10 -0.85
H 2.41 -0.66 2.64
H 1.42 -5.45 1.63
H 1.99 -4.90 -3.42
H 2.75 -1.50 -0.59
H 1.52 3.34 1.96
H -1.86 -0.88 -2.35
H -3.33 0.11 -2.25
H -3.19 3.69 -0.09
H -4.11 1.48 0.19
H 0.16 -2.15 -0.15
H -0.32 -6.02 -0.20
H -2.09 -2.11 0.84
H 0.33 1.58 -3.78
H -3.31 1.06 1.74
H -0.20 3.14 2.38
H -1.98 4.90 0.44
H -4.38 -0.13 0.93
H -1.62 -0.84 2.03
H 0.40 -2.20 1.60
H -3.08 2.73 -2.22
H -3.34 -1.54 -1.54
H 2.54 1.07 2.14
H -0.60 -4.68 0.89
H -2.29 3.99 -3.18
H 1.95 2.15 -3.33
H 3.00 2.70 0.25
H -1.15 -3.50 -1.09
H 3.69 -3.70 -2.51
H -1.96 2.29 -3.52
H 3.13 2.47 -1.51
H 0.34 4.65 1.61
H 1.03 0.47 2.93
H 3.29 0.21 -0.53

---

A molecular structure, C26H43F5HfP2 at a distorted geometry. Source: the OMol25 dataset; level of theory: ωB97M-V/def2-TZVPD.

Total charge   +2
M   691.06 g/mol
DFT total energy   -61107.5735 eV

Geometry (Å):
Hf -0.25 -0.05 0.11
P -2.03 -0.69 -1.49
P 2.09 1.37 0.30
F -1.37 2.93 0.91
F -2.76 3.19 2.87
F -1.74 1.66 4.03
F -3.23 1.08 2.53
F 0.13 2.18 2.39
C 0.88 0.18 4.94
C -1.08 1.82 1.73
C 1.02 2.51 -0.69
C 1.39 -0.98 2.71
C 0.65 -1.79 1.73
C -2.21 1.95 2.79
C -0.82 -2.14 -1.38
C -3.69 -0.06 -1.08
C -1.73 1.03 -3.39
C 0.67 1.95 -3.92
C -0.82 1.66 -4.34
C 2.98 2.60 1.25
C -1.92 -0.41 -3.30
C 0.44 -1.04 -4.40
C 0.49 -0.54 3.70
C 2.86 -0.97 2.87
C -0.28 1.74 -1.01
C 3.38 0.50 -0.66
C -1.07 -1.26 -4.30
C -0.78 -1.10 3.44
C 1.38 0.88 -3.17
C 1.07 -0.43 -3.17
C -0.74 -1.82 2.22
C 1.31 -2.99 1.12
C -1.70 -2.91 1.91
C -1.86 -1.22 4.44
H -0.31 -2.31 -2.34
H -1.54 -3.34 0.91
H -0.21 1.07 -1.88
H 1.22 2.23 -4.85
H 0.93 -2.00 -4.65
H 0.79 3.39 -0.08
H -1.52 -0.96 -5.25
H 2.30 1.21 -2.72
H 1.50 -1.15 -2.47
H 1.64 -3.64 1.95
H -3.59 0.81 -0.40
H 2.99 -0.42 -1.13
H 3.16 -1.55 3.76
H -0.03 -2.04 -0.57
H 3.76 1.17 -1.44
H -2.74 -2.53 1.96
H -1.60 -3.72 2.66
H -1.42 -3.03 -1.14
H 3.37 -1.41 2.01
H 1.87 0.65 4.82
H -2.77 -1.62 4.00
H 0.66 -0.44 -5.30
H 1.58 2.89 -1.56
H 0.62 -3.57 0.51
H 3.78 2.17 1.87
H -2.95 -0.81 -3.53
H -0.81 1.15 -5.30
H -1.55 -1.85 5.28
H -1.28 -2.33 -4.19
H 3.24 0.05 3.02
H 2.28 3.14 1.91
H -4.29 -0.82 -0.57
H 0.14 0.96 5.14
H -1.26 2.65 -4.56
H 2.19 -2.73 0.51
H -4.23 0.29 -1.98
H 0.67 2.87 -3.31
H -1.19 2.32 -1.01
H -2.10 -0.24 4.86
H 3.41 3.31 0.53
H 4.22 0.20 0.00
H 0.91 -0.51 5.80
H -2.49 1.69 -2.95

---

A molecular structure, C26H43F5P2Pd at a distorted geometry. Source: the OMol25 dataset; level of theory: ωB97M-V/def2-TZVPD.

Total charge   +2
⟨S²⟩   6.015
M   618.99 g/mol
Multiplicity   5
DFT total energy   -63282.2529 eV

Geometry (Å):
Pd 0.63 1.02 -2.55
P 2.84 2.17 1.79
P -3.68 -1.45 -3.07
F -3.55 2.16 2.05
F -2.87 0.27 1.17
F -0.85 1.94 2.40
F -3.33 2.00 -0.13
F -1.23 3.41 0.81
C 1.28 1.03 -0.43
C 3.34 -1.76 3.34
C 1.87 -1.76 3.17
C -4.63 0.03 -2.57
C -0.69 -1.50 -3.33
C 1.70 -3.41 1.19
C -1.64 -0.97 4.16
C 0.94 -1.07 3.99
C 2.13 2.19 0.00
C 1.13 -2.51 2.21
C -3.32 -2.01 -1.36
C -0.36 -1.41 3.57
C -1.38 -2.93 1.77
C 1.26 -0.17 5.12
C 4.35 1.20 1.44
C -0.79 1.87 -4.85
C 3.56 3.86 1.72
C -1.71 -0.41 -3.30
C -1.69 2.04 -3.60
C -2.78 1.64 1.07
C 0.60 1.45 -4.43
C 0.37 -1.18 -4.43
C -1.36 2.11 1.15
C -0.25 -2.30 2.47
C -1.35 0.87 -2.66
C 1.09 0.12 -4.18
H -1.81 0.99 -1.66
H -1.05 -3.48 0.88
H 1.39 2.17 -4.69
H 2.79 4.57 1.42
H 4.95 1.68 0.65
H 3.72 -0.75 3.53
H -4.20 -2.58 -1.02
H -2.23 -1.82 4.52
H 0.33 1.01 0.14
H 3.90 4.11 2.74
H 3.84 -2.16 2.46
H -5.63 -0.32 -2.28
H -2.12 -2.18 1.46
H 1.08 -0.66 6.09
H -3.14 -1.16 -0.68
H -1.16 -2.47 -3.54
H -2.25 -0.43 3.42
H -2.75 2.06 -3.84
H 2.71 -3.11 0.91
H 1.52 3.11 -0.02
H 1.12 -1.99 -4.44
H -1.91 -3.65 2.43
H -1.46 -0.30 5.01
H 1.74 -4.45 1.54
H -2.45 -2.67 -1.37
H 2.19 0.05 -4.27
H 4.08 0.18 1.13
H -1.23 1.16 -5.57
H 2.31 0.14 5.10
H -1.45 2.99 -3.10
H -0.70 2.83 -5.36
H -4.73 0.71 -3.43
H -2.08 -0.22 -4.32
H 3.64 -2.39 4.20
H 4.95 1.14 2.36
H -0.18 -1.57 -2.35
H 1.08 -3.40 0.28
H 1.78 0.05 -0.34
H 3.00 2.31 -0.66
H -4.17 0.56 -1.72
H 4.41 3.90 1.03
H 0.64 0.73 5.09
H -0.10 -1.20 -5.43

---

14 unconnected molecules or ions with the total composition C26H43IN14P at a distorted geometry. Source: the OMol25 dataset; level of theory: ωB97M-V/def2-TZVPD.

Total charge   +1
M   709.61 g/mol
DFT total energy   -65899.1160 eV

Geometry (Å):
I -4.65 -4.24 -2.38
P -4.36 -3.17 -0.26
N -0.63 -0.46 7.84
N -5.65 -3.58 0.66
N 4.41 4.03 -3.17
N -1.96 3.98 2.47
N 4.07 -0.13 5.67
N 5.57 -1.68 -2.39
N -0.24 1.70 -4.74
N 1.67 -2.72 -2.52
N -1.01 -3.01 -4.69
N -3.16 0.21 -1.42
N -4.60 8.66 3.81
N 2.07 -0.78 2.00
N -6.38 2.81 0.52
N 3.61 -5.06 0.06
C -2.28 -0.47 -1.62
C -2.49 3.35 1.70
C 6.43 -4.02 -1.80
C 3.25 -0.73 6.15
C 2.21 -2.06 -1.79
C -3.11 6.97 2.59
C 1.07 3.40 -3.34
C 2.92 -1.21 -0.87
C 4.44 -0.13 2.72
C -2.43 1.32 7.43
C 5.80 1.89 -3.37
C 5.02 3.10 -3.25
C -3.17 2.56 0.72
C 5.96 -2.70 -2.12
C -6.69 2.87 -2.02
C 0.34 2.45 -4.14
C 2.38 -6.39 -1.75
C -3.95 7.92 3.28
C -1.15 -1.35 -1.85
C -1.43 0.31 7.65
C -6.52 2.83 -0.59
C 2.20 -1.47 6.80
C 3.09 -0.48 2.36
C -2.44 -1.24 -5.90
C -1.65 -2.24 -5.21
C 3.07 -5.64 -0.73
H 4.53 0.94 2.89
H -2.09 2.06 6.72
H -3.19 -3.54 0.38
H 2.03 3.65 -3.78
H 2.43 -0.25 -0.75
H 5.12 -0.40 1.92
H 1.53 -0.82 7.33
H -6.28 -2.83 0.57
H 2.82 -7.37 -1.87
H -1.44 -2.25 -2.37
H -2.67 1.83 8.36
H -3.46 5.96 2.74
H 6.85 2.08 -3.20
H -6.09 -4.33 0.20
H 7.50 -4.04 -1.70
H 5.99 -4.36 -0.87
H 6.15 -4.72 -2.58
H 4.75 -0.63 3.61
H 2.61 -2.17 7.51
H 0.52 4.32 -3.23
H 5.69 1.45 -4.35
H -4.41 -1.80 -0.40
H -0.67 -1.63 -0.92
H 3.93 -1.02 -1.22
H -3.34 0.87 7.05
H 2.45 -5.88 -2.71
H -1.82 -0.67 -6.57
H -0.41 -0.85 -2.46
H 1.34 -6.51 -1.51
H 1.62 -2.03 6.08
H -6.07 3.63 -2.47
H -3.23 -1.71 -6.47
H -2.80 1.54 0.71
H 2.99 -1.65 0.10
H -3.02 2.96 -0.28
H 5.47 1.15 -2.64
H -3.08 7.16 1.53
H -6.42 1.92 -2.47
H -4.24 2.52 0.90
H -2.89 -0.56 -5.19
H 1.27 3.01 -2.35
H -7.72 3.08 -2.28
H -2.09 7.01 2.96